Here is the molecule C26H34N2O5 from the OMol25 dataset. Energies are from ωB97M-V/def2-TZVPD.

Its structure (SMILES) is CCCOc1ccc([C@H]2C(=O)N(C3CCCCCC3)CC(=O)N2Cc2ccco2)cc1OC. The value obtained for the relative energy (zero: lowest compared OMol25 entry of this formula, charge and spin) is 237.71 kJ/mol. As for the molar mass: 454.6 g/mol. The maximum force comes out at 0.0172 Eh/bohr. As for the charge: 0. For the frontier orbital gap, the calculation gives 8.74 eV.

Structure (XYZ):
```
67
C26H34N2O5, DFT ωB97M-V/def2-TZVPD
C -4.809 -2.125 0.922
C -6.074 -1.287 0.789
C -5.898 0.169 1.233
O -5.121 0.922 0.324
C -3.776 1.044 0.466
C -3.014 0.637 1.548
C -1.644 0.850 1.578
C -1.008 1.477 0.523
C 0.495 1.685 0.579
C 1.164 0.340 0.893
O 1.493 0.029 2.020
N 1.330 -0.435 -0.191
C 1.926 -1.758 -0.058
C 0.896 -2.832 -0.422
C 1.261 -4.221 0.096
C 2.642 -4.723 -0.329
C 3.786 -4.020 0.406
C 4.287 -2.731 -0.254
C 3.201 -1.870 -0.902
C 0.873 0.019 -1.483
C 1.240 1.481 -1.718
O 1.655 1.895 -2.782
N 1.042 2.249 -0.632
C 1.424 3.653 -0.637
C 2.610 3.879 0.240
C 3.943 3.692 0.019
C 4.593 4.000 1.238
C 3.607 4.345 2.109
O 2.404 4.272 1.517
C -1.761 1.900 -0.570
C -3.128 1.693 -0.612
O -3.937 2.068 -1.642
C -3.364 2.746 -2.732
H -4.998 -3.141 0.581
H -4.005 -1.708 0.320
H -4.480 -2.170 1.958
H -6.870 -1.728 1.392
H -6.400 -1.283 -0.253
H -6.877 0.661 1.226
H -5.498 0.221 2.250
H -3.472 0.142 2.388
H -1.070 0.520 2.430
H 0.729 2.358 1.412
H 2.178 -1.836 1.004
H 0.779 -2.870 -1.508
H -0.068 -2.547 0.007
H 1.212 -4.218 1.187
H 0.505 -4.922 -0.263
H 2.766 -4.621 -1.408
H 2.689 -5.789 -0.098
H 3.458 -3.805 1.425
H 4.634 -4.703 0.485
H 4.806 -2.142 0.504
H 5.018 -2.982 -1.027
H 2.953 -2.280 -1.884
H 3.611 -0.870 -1.062
H 1.341 -0.575 -2.267
H -0.218 -0.086 -1.569
H 1.665 3.905 -1.673
H 0.582 4.257 -0.286
H 4.397 3.379 -0.899
H 5.644 3.968 1.434
H 3.630 4.650 3.136
H -1.268 2.395 -1.391
H -2.909 3.693 -2.425
H -2.614 2.134 -3.245
H -4.188 2.948 -3.415
```

Atomic partial charges in e from the natural (NBO) method, atoms 1 to 8:
1. C -0.610
2. C -0.418
3. C -0.057
4. O -0.489
5. C 0.271
6. C -0.299
7. C -0.169
8. C -0.075